# C3HN3O2S

2 unconnected molecules or ions with the total composition C3HN3O2S (ωB97M-V with the def2-TZVPD basis set, the Open Molecules 2025 dataset).

Last column: Mulliken spin population.
Cartesian coordinates (Å):
1 C -0.74 1.45 -1.70  0.838
2 C 2.34 -0.60 -0.66  -0.010
3 C -0.17 -0.62 -0.24  0.548
4 N -0.96 2.35 -2.37  0.096
5 N 3.26 0.02 -0.37  0.058
6 N -1.46 -1.14 -0.38  -0.016
7 O -2.35 -0.67 0.28  0.155
8 O -1.55 -2.08 -1.17  0.062
9 S 0.99 -1.51 -1.13  0.270
10 H 0.07 0.10 0.53  -0.001

Values from the calculation:
**Total energy**: -827.52947 Ha
**Kohn-Sham gap (alpha / beta)**: 9.8 / 6.8 eV
**2S+1**: 3
**HOMO energy (alpha / beta)**: -9.886 / -11.931 eV